Record 1
Molecular formula: C29H73N3O10P
Method: DFT, the ωB97M-V functional and the def2-TZVPD basis

Calculated values
- frontier orbital gap (eV) = 7.03
- total charge = +1
- strongest force on any atom (eV/Å) = 1.63

```
116
Properties=species:S:1:pos:R:3:mulliken_charge:R:1
P -2.24 -2.66 0.63 0.58
O -1.90 0.90 -0.99 -0.40
O 4.29 -3.23 -4.01 -0.43
O -0.37 -2.63 -2.40 -0.35
O 2.13 -2.42 4.48 -0.24
O 1.57 -3.65 4.92 -0.23
O -3.51 5.53 0.89 -0.39
O -2.90 3.67 -4.93 -0.47
O 0.10 6.04 -0.34 -0.54
O 1.18 -4.76 0.62 -0.39
O 2.84 -5.71 7.87 -0.53
N 0.00 -2.21 1.96 -0.33
N -2.63 -3.88 1.51 -0.81
N 0.86 -1.56 2.69 0.51
C 6.24 -4.41 -3.20 -1.49
C -3.86 5.86 -5.28 -1.19
C 5.10 -3.48 -2.86 1.44
C 2.06 -2.36 3.10 -0.73
C 0.90 -2.80 -3.05 1.30
C -0.39 0.42 2.69 -0.72
C -3.31 2.76 -1.66 -1.60
C -2.42 2.17 -0.58 1.01
C -1.09 -1.58 1.58 -0.26
C 3.08 -4.85 8.98 0.36
C -4.00 4.06 2.75 -1.16
C -1.32 -0.24 1.93 0.37
C 1.82 -4.07 9.33 -1.10
C -3.91 4.11 -7.09 -1.37
C -0.98 6.70 -1.00 1.30
C -3.95 4.38 -5.59 0.42
C 1.88 -5.99 0.39 0.29
C -0.93 8.20 -0.75 -1.61
C 1.37 -1.49 -3.65 -1.42
C -5.75 5.61 1.80 -1.58
C 1.50 -6.55 -0.97 -1.13
C 5.59 -2.18 -2.25 -1.30
C 4.25 -3.92 8.70 -1.08
C -1.30 3.13 -0.21 -0.71
C 0.74 -0.29 3.08 -0.03
C 3.38 -5.78 0.50 -0.76
C -0.98 6.38 -2.49 -1.18
C 0.81 -3.90 -4.10 -1.41
C -4.54 4.75 1.50 0.56
H 3.72 -5.06 -0.25 -0.14
H -3.25 6.21 1.51 0.30
H 3.33 -5.51 9.81 0.30
H 1.47 -4.14 -0.06 0.28
H 5.14 -4.49 8.46 0.31
H -0.66 2.71 0.56 0.07
H 1.80 -5.86 -1.77 0.09
H -1.03 5.30 -2.65 0.20
H 1.54 -6.67 1.17 0.28
H 4.74 -1.53 -2.01 0.30
H 1.78 -4.07 -4.56 0.29
H -2.06 3.99 -5.27 0.30
H -1.89 6.29 -0.55 -0.23
H 6.84 -4.65 -2.32 0.38
H 1.52 0.13 3.69 0.53
H -2.97 4.47 -7.51 0.36
H -4.68 6.41 -5.74 0.44
H -1.77 8.71 -1.21 0.36
H 1.93 -3.35 2.66 0.58
H -0.51 1.45 2.99 0.48
H -0.01 8.62 -1.16 0.39
H 4.02 -3.28 7.84 0.19
H 0.42 -6.69 -1.04 0.32
H -2.34 -4.77 1.11 0.29
H -4.87 3.97 -5.17 0.28
H -4.12 2.07 -1.92 0.41
H 4.43 -3.98 -2.15 -0.73
H 0.10 -3.62 -4.88 0.47
H -3.13 3.45 2.50 0.08
H 3.93 -6.71 0.35 0.44
H -2.22 0.25 1.58 0.31
H -4.76 3.43 3.21 0.40
H 0.47 -4.83 -3.65 0.31
H -1.54 -2.96 -0.55 -0.01
H 5.87 -5.34 -3.63 0.35
H 6.90 -3.95 -3.94 0.39
H 2.35 -1.60 -4.11 0.28
H -3.98 3.04 -7.29 0.33
H -1.37 1.05 -1.79 0.30
H 0.93 6.39 -0.71 0.36
H 1.97 -3.44 10.20 0.37
H 6.17 -2.35 -1.34 0.39
H 6.22 -1.64 -2.96 0.36
H 3.65 -5.38 1.48 0.29
H 0.67 -1.14 -4.41 0.42
H -2.92 6.27 -5.65 0.32
H -6.56 5.01 2.24 0.40
H -4.73 4.61 -7.60 0.38
H 0.62 -3.47 5.02 0.31
H -6.12 6.08 0.90 0.36
H 2.95 -1.85 2.72 0.33
H -4.80 3.99 0.76 0.16
H -3.30 -1.79 0.32 0.04
H 2.62 -5.16 7.11 0.31
H 1.99 -7.51 -1.16 0.46
H 4.46 -3.28 9.55 0.36
H -1.82 6.84 -3.00 0.24
H -0.93 8.41 0.32 0.40
H 0.99 -4.75 9.53 0.31
H -1.70 4.07 0.14 0.07
H -0.05 6.75 -2.95 0.40
H -5.49 6.40 2.51 0.39
H -3.02 1.95 0.31 -0.08
H 1.44 -0.72 -2.88 0.33
H -2.73 2.94 -2.57 0.34
H -3.69 4.81 3.49 0.42
H 1.52 -3.43 8.48 0.20
H -1.00 -2.36 -3.08 0.28
H -3.74 3.71 -1.34 0.27
H -3.90 6.03 -4.20 0.20
H -0.68 3.33 -1.09 0.33
H 4.84 -2.79 -4.67 0.30
H 1.59 -3.11 -2.26 -0.50
```



Record 2
Molecular formula: C29H73N9O9
Method: DFT, the ωB97M-V functional and the def2-TZVPD basis

Calculated values
- frontier orbital gap (eV) = 5.54
- total charge = +2
- strongest force on any atom (eV/Å) = 9.67
- energy above the lowest of the compared OMol25 structures with the same formula, charge and spin (kcal per mole) = 86.2

```
120
Properties=species:S:1:pos:R:3:mulliken_charge:R:1
O -3.97 2.66 1.73 -0.53
O 3.52 0.17 2.72 -0.88
O -2.82 -1.56 2.30 -0.40
O -1.00 1.40 -1.21 -0.10
O 0.04 3.60 2.25 -0.65
O -7.00 0.56 -1.12 -0.74
O -2.52 -1.81 -2.27 -0.76
O 2.49 -2.46 1.50 -0.98
O 1.21 1.03 -5.19 -0.20
N -4.30 4.80 2.19 -0.18
N 5.26 1.36 3.40 -0.23
N 1.36 1.95 2.92 0.29
N -0.90 -2.03 3.27 -0.32
N 4.24 -1.03 -6.05 -0.19
N 0.68 -0.34 1.53 2.73
N -0.98 -2.77 -3.67 0.09
N -5.25 -0.61 -1.93 -0.03
N 3.62 -4.05 2.71 -0.12
C -5.91 -0.06 -0.98 0.99
C 2.49 -1.34 -4.23 -1.19
C 2.59 0.72 -5.51 -1.06
C -2.63 -0.78 4.41 -1.07
C 2.17 3.28 1.10 -1.46
C -2.92 5.13 2.53 -0.73
C 0.36 -1.25 -0.81 -0.21
C -4.67 3.64 1.80 0.46
C -6.10 3.60 1.34 -0.94
C 3.55 -3.28 3.92 -0.56
C 0.36 -0.02 0.12 0.41
C 3.52 -4.24 0.33 -1.38
C -0.86 -4.02 -2.93 -0.98
C 5.56 0.03 1.40 -0.80
C 4.72 0.50 2.55 0.61
C 4.57 1.86 4.58 -0.76
C -5.65 -0.68 -3.41 -1.56
C -0.46 -3.09 2.50 0.13
C -2.13 -1.49 3.20 0.71
C -1.82 -0.54 -4.17 -1.33
C -5.41 -0.08 0.49 -0.94
C -2.19 2.17 -1.28 -0.72
C 1.18 2.95 2.11 0.97
C -1.05 0.67 0.08 -0.61
C 3.22 -3.56 1.64 0.52
C 0.51 1.64 4.11 -1.21
C -1.78 -1.76 -3.32 0.59
C 0.94 2.38 -4.91 -1.26
C 2.82 -0.76 -5.56 0.19
H 4.32 -1.93 -6.45 0.35
H 6.36 1.51 3.40 0.33
H 2.26 1.54 2.78 -0.23
H 0.13 -0.98 2.19 -0.94
H -2.54 2.70 -0.48 -0.01
H 0.51 0.71 4.51 0.53
H 5.31 -1.03 1.45 0.06
H 5.31 0.53 0.42 0.19
H 1.56 -1.74 -0.87 -0.28
H 2.63 -4.77 -0.08 0.24
H 0.06 2.63 -4.61 0.42
H -1.61 -4.70 -3.30 0.47
H 4.20 1.05 5.20 0.26
H -4.91 5.57 2.17 0.25
H 2.52 -2.48 -4.24 0.43
H 1.44 -1.00 1.41 0.37
H 0.52 -3.50 3.04 0.04
H -2.00 -1.02 5.38 0.31
H -6.71 4.05 2.04 0.46
H -0.56 1.92 4.06 0.16
H -5.02 -1.04 0.62 0.63
H -1.21 1.43 0.87 0.44
H -6.60 -1.06 -3.44 0.47
H 4.37 -4.87 0.34 0.54
H -3.74 -0.90 4.37 0.38
H 2.05 -1.19 -6.34 0.24
H -0.41 -1.91 -0.66 0.62
H -6.22 0.05 1.22 0.28
H -0.13 -4.79 -3.25 0.35
H -2.62 -0.13 -3.73 0.33
H 6.71 0.07 1.53 0.40
H 4.55 -3.04 4.28 0.36
H -1.78 -0.93 -5.17 0.57
H -5.47 0.13 -3.98 0.41
H 1.04 2.36 4.95 0.33
H -0.86 0.08 -4.21 0.00
H 0.84 0.43 2.12 -0.02
H -0.61 -2.81 -4.69 0.36
H 3.17 1.27 -4.91 0.66
H 1.07 0.84 -0.28 -0.19
H -2.27 4.43 1.72 0.09
H 0.10 -0.96 -1.91 -0.45
H -1.90 2.96 -1.91 0.37
H 2.96 3.68 1.45 0.62
H -6.43 2.65 1.63 0.21
H -2.92 1.41 -1.39 0.29
H 4.86 -0.69 -5.23 0.43
H 1.49 3.58 0.30 0.37
H -2.68 6.11 2.38 0.43
H -5.08 -1.37 -3.79 0.61
H -1.98 0.09 0.17 0.29
H 3.68 2.34 4.19 0.19
H -4.60 0.40 0.64 -0.14
H -2.72 4.85 3.53 0.24
H 3.10 -0.95 -3.39 0.44
H 1.31 -1.30 -3.97 0.01
H 3.04 -2.45 3.68 -0.04
H 1.63 2.82 -4.37 0.53
H -4.39 -1.00 -1.91 0.27
H -6.00 3.92 0.12 0.21
H 3.81 -3.51 -0.36 0.25
H 4.41 -4.80 2.65 0.35
H -0.43 -1.72 4.14 0.13
H -0.25 -2.64 1.66 -0.60
H 5.34 2.22 5.29 0.40
H 2.66 2.32 0.66 0.11
H 2.90 -3.78 4.65 0.31
H 0.95 2.95 -5.81 0.43
H 2.74 1.12 -6.66 0.31
H -2.62 0.38 4.36 0.12
H 4.50 -0.42 -6.88 0.41
H -1.01 -3.99 2.26 0.43
H -0.75 -4.11 -1.76 0.23
```



Record 3
Molecular formula: C29H74Br6N9O12P3
Method: DFT, the ωB97M-V functional and the def2-TZVPD basis

Calculated values
- frontier orbital gap (eV) = 7.40
- total charge = 0
- strongest force on any atom (eV/Å) = 5.12
- energy above the lowest of the compared OMol25 structures with the same formula, charge and spin (kcal per mole) = 148.2

```
133
Properties=species:S:1:pos:R:3:mulliken_charge:R:1
Br -21.68 -18.17 -17.19 0.00
Br -20.15 -24.68 -21.82 -0.02
Br -24.37 -19.88 -16.16 -0.01
Br -24.60 -16.78 -17.21 -0.01
Br -21.39 -21.41 -22.13 -0.03
Br -22.96 -23.67 -20.40 -0.02
P -14.11 -16.56 -20.96 0.48
P -28.79 -18.60 -9.32 0.37
P -30.52 -13.15 -25.11 0.50
O -29.23 -19.99 -9.44 -0.86
O -31.56 -13.00 -24.05 -0.79
O -26.83 -26.60 -14.53 -0.29
O -29.72 -11.11 -12.22 -0.31
O -26.74 -27.93 -16.22 -0.30
O -15.46 -15.90 -20.77 -0.85
O -28.10 -9.56 -12.49 -0.60
O -17.30 -20.43 -12.01 -0.28
O -28.82 -11.01 -14.15 -0.30
O -15.33 -19.95 -11.31 -0.30
O -16.39 -21.99 -10.70 -0.57
O -28.58 -26.63 -16.11 -0.62
N -27.10 -18.39 -9.45 0.24
N -13.65 -17.64 -19.70 0.27
N -29.11 -17.82 -7.84 0.38
N -29.41 -17.59 -10.51 0.20
N -13.86 -17.43 -22.45 0.29
N -30.71 -12.01 -26.45 0.12
N -12.92 -15.30 -21.14 0.26
N -28.87 -12.96 -24.58 0.29
N -30.36 -14.75 -25.95 0.26
C -27.48 -25.86 -13.48 -0.65
C -11.52 -15.67 -21.39 -1.08
C -13.16 -13.95 -20.65 -1.11
C -21.13 -23.13 -21.03 -0.30
C -29.50 -16.40 -7.62 -1.24
C -27.46 -27.01 -15.67 0.80
C -29.25 -18.64 -6.61 -1.06
C -12.46 -18.54 -19.77 -1.08
C -14.52 -18.72 -22.64 -1.05
C -31.31 -15.78 -25.62 -1.05
C -18.53 -21.09 -12.13 -0.66
C -13.70 -16.67 -23.71 -1.15
C -23.61 -18.51 -17.40 -0.32
C -31.72 -10.97 -26.25 -1.09
C -26.22 -19.46 -8.94 -1.11
C -30.72 -17.03 -10.52 -1.09
C -30.23 -10.64 -10.99 -0.61
C -28.70 -17.45 -11.77 -1.07
C -27.89 -10.54 -15.12 -0.64
C -14.25 -20.14 -10.45 -0.69
C -28.18 -11.66 -24.57 -1.07
C -29.47 -14.95 -27.08 -1.10
C -26.45 -17.09 -9.38 -1.11
C -28.77 -10.53 -12.91 0.83
C -29.83 -11.87 -27.59 -0.90
C -27.26 -28.62 -17.37 -0.63
C -28.24 -13.78 -23.53 -1.11
C -16.39 -20.88 -11.25 0.81
C -14.18 -17.50 -18.36 -1.12
H -14.13 -13.93 -20.16 0.36
H -30.03 -14.86 -28.01 0.33
H -12.34 -13.66 -19.99 0.34
H -28.62 -14.26 -27.07 0.33
H -27.67 -9.50 -14.89 0.32
H -27.32 -11.76 -25.24 0.34
H -27.13 -16.38 -8.92 0.26
H -31.29 -17.03 -9.59 0.30
H -18.57 -21.83 -12.93 0.28
H -26.82 -25.75 -12.62 0.26
H -28.51 -18.47 -12.10 0.33
H -26.14 -16.80 -10.39 0.33
H -28.18 -13.34 -22.54 0.39
H -13.96 -19.26 -23.41 0.35
H -30.84 -16.51 -24.96 0.28
H -18.64 -21.69 -11.23 0.34
H -30.12 -12.70 -28.23 0.29
H -14.72 -16.32 -23.88 0.40
H -31.66 -16.27 -26.53 0.36
H -12.81 -19.51 -19.42 0.38
H -30.03 -10.99 -28.19 0.40
H -27.79 -16.89 -11.61 0.19
H -28.07 -28.12 -17.90 0.32
H -25.17 -19.34 -9.21 0.43
H -31.95 -10.58 -27.24 0.46
H -27.60 -29.64 -17.18 0.27
H -30.56 -16.45 -7.39 0.41
H -13.52 -17.30 -17.52 0.37
H -27.65 -24.83 -13.80 0.29
H -13.80 -19.23 -10.06 0.26
H -30.86 -9.76 -11.15 0.27
H -12.97 -15.86 -23.65 0.31
H -23.76 -18.98 -18.37 0.35
H -26.54 -20.42 -9.35 0.37
H -11.03 -14.80 -21.84 0.41
H -28.47 -26.15 -13.15 0.30
H -28.63 -19.53 -6.50 0.25
H -29.32 -16.95 -12.51 0.49
H -29.01 -15.93 -27.20 0.37
H -27.02 -11.20 -15.08 0.27
H -28.76 -11.90 -27.39 0.25
H -28.22 -10.67 -16.14 0.23
H -28.92 -15.89 -6.86 0.32
H -13.35 -20.52 -10.94 0.27
H -29.02 -18.11 -5.69 0.37
H -11.46 -16.51 -22.08 0.37
H -30.82 -11.46 -10.59 0.21
H -25.62 -16.95 -8.69 0.41
H -32.17 -15.38 -25.10 0.31
H -14.57 -19.40 -21.79 0.30
H -19.29 -20.32 -12.26 0.22
H -27.82 -11.35 -23.59 0.30
H -31.28 -10.15 -25.68 0.30
H -28.82 -14.70 -23.43 0.29
H -14.96 -18.21 -18.08 0.33
H -12.09 -18.60 -20.79 0.34
H -13.17 -13.34 -21.55 0.32
H -11.00 -15.97 -20.48 0.23
H -28.76 -10.87 -25.04 0.28
H -31.33 -17.55 -11.26 0.38
H -29.35 -10.54 -10.36 0.32
H -30.62 -16.02 -10.91 0.43
H -26.28 -19.66 -7.88 0.32
H -13.40 -17.26 -24.58 0.36
H -14.61 -20.62 -9.54 0.31
H -11.73 -18.19 -19.03 0.30
H -27.22 -14.14 -23.68 0.34
H -20.54 -22.90 -20.15 0.35
H -14.72 -16.55 -18.33 0.33
H -29.38 -15.84 -8.55 0.41
H -26.35 -28.76 -17.94 0.24
H -15.53 -18.52 -22.97 0.34
H -32.61 -11.46 -25.86 0.30
H -30.29 -18.95 -6.53 0.34
```



Calculated LUMO in order - -4.3, -5.6, -0.8 eV